DFT (ωB97M-V/def2-TZVPD) results for a structure of composition C29H41N5P2S2Sc.

Each line ends with the Löwdin charge.
Element x y z (Å)
Sc (-0.21669, 0.34196, -1.07861)  0.714
C (-3.03322, 2.97653, 0.06174)  -0.096
C (-3.85786, 1.78156, -0.41207)  -0.526
C (-5.14351, 1.65436, 0.40383)  -0.101
P (-2.83879, 0.23706, -0.40197)  1.027
C (-3.97316, -1.01946, -1.18820)  -0.530
C (-4.40192, -2.21868, -0.34641)  -0.102
C (-3.35599, -1.45529, -2.52159)  -0.140
C (-2.47853, -0.07458, 1.35410)  -0.331
C (-3.42599, -0.53294, 2.27338)  -0.089
C (-3.09755, -0.75428, 3.59667)  -0.065
C (-1.79366, -0.52266, 4.01859)  -0.052
C (-0.84270, -0.06087, 3.13063)  -0.022
C (-1.16523, 0.18535, 1.79233)  -0.345
N (-0.16829, 0.60941, 0.88780)  -0.132
C (0.79712, 1.55258, 1.30799)  -0.309
C (0.47009, 2.54551, 2.23843)  -0.023
C (1.39557, 3.49664, 2.61889)  -0.047
C (2.67182, 3.49640, 2.07025)  -0.072
C (2.99844, 2.54189, 1.12892)  -0.088
C (2.08471, 1.56067, 0.73140)  -0.315
P (2.47971, 0.33967, -0.56584)  1.060
C (3.50543, -1.02173, 0.20139)  -0.526
C (3.98717, -0.67818, 1.60804)  -0.097
C (2.80071, -2.37346, 0.19077)  -0.141
C (3.68911, 1.07537, -1.77179)  -0.534
C (5.10371, 1.38031, -1.25838)  -0.101
C (3.13288, 2.28325, -2.52064)  -0.112
H (-3.67560, 3.85158, 0.16782)  0.091
H (-2.24051, 3.22893, -0.63783)  0.043
H (-2.58536, 2.77889, 1.03890)  0.076
H (-4.11724, 1.91461, -1.46855)  0.116
H (-4.91919, 1.61120, 1.47038)  0.078
H (-5.73524, 0.77644, 0.13978)  0.070
H (-5.76653, 2.53356, 0.23397)  0.089
H (-4.86434, -0.43312, -1.42724)  0.097
H (-3.55079, -2.71712, 0.11817)  0.053
H (-4.90672, -2.94082, -0.99094)  0.085
H (-5.10432, -1.94030, 0.43586)  0.065
H (-2.43195, -2.01460, -2.35868)  0.024
H (-3.14298, -0.59933, -3.16654)  0.074
H (-4.04982, -2.10534, -3.05723)  0.085
H (-4.44095, -0.71011, 1.94993)  0.091
H (-3.84753, -1.10511, 4.29200)  0.110
H (-1.51551, -0.70804, 5.04790)  0.113
H (0.17240, 0.11037, 3.46492)  0.122
H (-0.52774, 2.56688, 2.65642)  0.117
H (1.11312, 4.25798, 3.33419)  0.116
H (3.39245, 4.25130, 2.35024)  0.114
H (3.98560, 2.55891, 0.69389)  0.090
H (4.37282, -1.08937, -0.46149)  0.098
H (3.14336, -0.59603, 2.29591)  0.084
H (4.53449, 0.26279, 1.64570)  0.068
H (4.64474, -1.46936, 1.97245)  0.089
H (1.93477, -2.36530, 0.85283)  0.051
H (3.48667, -3.14812, 0.53936)  0.089
H (2.46436, -2.64254, -0.81276)  0.051
H (3.76890, 0.24291, -2.48262)  0.103
H (5.17666, 2.41046, -0.91229)  0.076
H (5.81045, 1.27687, -2.08265)  0.089
H (5.43755, 0.72417, -0.45590)  0.061
H (2.93828, 3.10914, -1.83404)  0.053
H (2.21888, 2.05148, -3.06469)  0.056
H (3.87536, 2.63398, -3.23922)  0.092
N (-0.17138, 2.16291, -1.99708)  0.015
C (0.09189, 3.25512, -1.59957)  -0.355
N (0.24961, 4.42195, -1.20981)  0.144
C (1.38814, 5.00522, -0.86017)  -0.350
N (2.35329, 5.55597, -0.55203)  0.150
S (-0.68493, -2.36314, -0.19777)  0.698
C (-0.06628, -3.77373, -0.83653)  -1.102
N (0.38349, -3.97456, -2.07105)  -0.045
C (1.07235, -5.23443, -2.34065)  -0.200
C (0.54464, -6.21728, -1.30089)  -0.390
S (0.08681, -5.19845, 0.13843)  0.988
H (0.41399, -3.20373, -2.71961)  0.143
H (2.15158, -5.09361, -2.24428)  0.124
H (0.84948, -5.57051, -3.35139)  0.128
H (1.30220, -6.93665, -1.00261)  0.086
H (-0.33682, -6.74930, -1.65262)  0.086

Calculated total energy   -99135.15101 eV
Lowest unoccupied orbital energy   -3.07 eV
E_HOMO   -0.3730 Ha
Total charge   +1
Energy relative to the best compared isomer or geometry (same formula, charge and spin)   16.6 kcal/mol
Gap between HOMO and LUMO   0.260 Ha